#i
ORCA calculation (the ωB97M-V functional and the def2-TZVPD basis) on a single C4H6S molecule.

## Properties
* gap between HOMO and LUMO: 9.7 eV
* SMILES: C=C[C@H]1CS1
* HOMO energy: -8.7 eV
* LUMO level: 0.9114 eV

Geometry as ORCA input:
```
! wB97M-V def2-TZVPD RIJCOSX def2/J DEFGRID3
* xyz 0 1
C -0.023 1.434 -0.986
C -0.265 0.100 -1.102
C -0.123 -0.927 0.004
C 0.414 -0.625 1.443
S -1.374 -0.836 1.346
H 0.301 1.900 -0.043
H -0.226 2.116 -1.813
H -0.649 -0.223 -2.079
H 0.200 -1.903 -0.392
H 0.807 0.380 1.616
H 0.937 -1.418 2.005
*
```

#ii
ORCA calculation (the ωB97M-V functional and the def2-TZVPD basis) on a single C4H6S molecule.

## Properties
* gap between HOMO and LUMO: 9.5 eV
* SMILES: C=CSC=C
* HOMO energy: -8.4 eV
* LUMO level: 1.0891 eV

Geometry as ORCA input:
```
! wB97M-V def2-TZVPD RIJCOSX def2/J DEFGRID3
* xyz 0 1
C -1.779 1.395 1.254
C -0.876 0.775 0.468
S 0.740 0.294 0.889
C 0.880 -0.942 -0.457
C 1.863 -1.179 -1.242
H -1.511 1.734 2.404
H -2.740 1.889 1.074
H -1.094 0.272 -0.563
H -0.047 -1.624 -0.467
H 1.736 -2.017 -1.977
H 2.826 -0.597 -1.382
*
```

Which of them is least stable? Easy: #ii.

#i
ORCA calculation (the ωB97M-V functional and the def2-TZVPD basis) on a single C4H6S molecule.

## Properties
* gap between HOMO and LUMO: 8.1 eV
* SMILES: S=C1CCC1
* HOMO energy: -8.5 eV
* LUMO level: -0.3450 eV

Geometry as ORCA input:
```
! wB97M-V def2-TZVPD RIJCOSX def2/J DEFGRID3
* xyz 0 1
S 1.012 2.400 -0.351
C 0.679 0.763 -0.203
C 0.667 -0.210 0.956
C -0.651 -0.844 0.233
C -0.390 0.137 -1.003
H 1.708 -0.617 1.030
H 0.294 0.459 1.826
H -0.542 -1.910 0.053
H -1.480 -0.349 0.782
H -1.346 0.495 -1.316
H 0.047 -0.324 -2.007
*
```

#ii
ORCA calculation (the ωB97M-V functional and the def2-TZVPD basis) on a single C4H6S molecule.

## Properties
* gap between HOMO and LUMO: 9.0 eV
* SMILES: CSC1=CC1
* HOMO energy: -8.2 eV
* LUMO level: 0.7972 eV

Geometry as ORCA input:
```
! wB97M-V def2-TZVPD RIJCOSX def2/J DEFGRID3
* xyz 0 1
C 0.431 -1.509 -1.080
S 1.265 0.123 -1.136
C 0.349 0.941 0.038
C -0.226 1.981 0.611
C -0.602 0.592 1.198
H 0.610 -1.987 -2.104
H -0.656 -1.287 -0.841
H 1.115 -2.216 -0.626
H -0.603 3.060 0.667
H -0.143 0.302 2.186
H -1.540 0.000 1.085
*
```

Which of them is least stable? Easy: #ii.

#i
ORCA calculation (the ωB97M-V functional and the def2-TZVPD basis) on 2 unconnected molecules or ions with the total composition C2H6NO3.

## Properties
* gap between HOMO and LUMO: 6.4 eV
* HOMO energy: -3.6 eV
* LUMO level: 2.8578 eV

Geometry as ORCA input:
```
! wB97M-V def2-TZVPD RIJCOSX def2/J DEFGRID3
* xyz -1 1
C 2.963 0.150 0.942
N 2.618 0.215 -0.421
C 1.251 0.739 -0.830
O 1.316 1.450 -1.845
O 0.335 0.340 -0.108
H 3.431 1.057 1.366
H 2.135 -0.051 1.634
H 3.566 -0.732 1.241
H 3.290 0.276 -1.171
H -6.400 -0.988 -0.823
H -7.488 -0.937 0.299
O -7.017 -1.522 -0.283
*
```

#ii
ORCA calculation (the ωB97M-V functional and the def2-TZVPD basis) on 2 unconnected molecules or ions with the total composition C2H6NO3.

## Properties
* gap between HOMO and LUMO: 8.4 eV
* HOMO energy: -4.1 eV
* LUMO level: 4.2873 eV

Geometry as ORCA input:
```
! wB97M-V def2-TZVPD RIJCOSX def2/J DEFGRID3
* xyz -1 1
O -0.832 1.437 1.973
C -0.436 1.021 0.913
O 0.812 1.166 0.452
C -1.393 0.183 0.011
N -0.705 -0.842 -0.689
H -1.970 -0.183 0.726
H -1.933 0.800 -0.796
H -0.389 -1.599 -0.101
H 0.121 -0.525 -1.135
H 2.669 -1.022 -0.032
H 1.748 0.199 -0.495
O 2.308 -0.634 -0.827
*
```

Which of them is least stable? Easy: #i.

#i
ORCA calculation (the ωB97M-V functional and the def2-TZVPD basis) on a molecular structure, C2H8NS2.

## Properties
* gap between HOMO and LUMO (alpha / beta): 7.1 / 7.3 eV
* HOMO energy (alpha / beta): -7.8 / -8.3 eV
* LUMO level (alpha / beta): -0.7668 / -1.0520 eV
* <S²>: 0.760

Geometry as ORCA input:
```
! wB97M-V def2-TZVPD RIJCOSX def2/J DEFGRID3
* xyz 0 2
C -1.317 -0.539 0.795
N -1.043 -1.367 1.945
H -1.847 0.378 1.039
H -1.797 -1.190 0.090
H -0.058 -1.505 2.157
H -1.263 -1.373 2.936
C 1.113 -0.042 -2.545
S -0.098 0.291 -1.309
S 0.633 0.755 1.104
H 0.547 -0.688 -3.308
H 1.491 0.730 -3.193
H 1.724 -0.846 -2.151
H 0.940 -0.006 2.146
*
```

#ii
ORCA calculation (the ωB97M-V functional and the def2-TZVPD basis) on 2 unconnected molecules or ions with the total composition C2H8NS2.

## Properties
* gap between HOMO and LUMO (alpha / beta): 10.2 / 6.6 eV
* HOMO energy (alpha / beta): -9.4 / -9.2 eV
* LUMO level (alpha / beta): 0.8252 / -2.6417 eV
* <S²>: 0.756

Geometry as ORCA input:
```
! wB97M-V def2-TZVPD RIJCOSX def2/J DEFGRID3
* xyz 0 2
C 0.490 0.828 0.642
C -0.851 0.638 -0.101
S -0.718 -0.362 -1.603
N 1.588 1.341 -0.161
H 0.774 -0.173 0.970
H 0.340 1.459 1.516
H -1.310 1.595 -0.365
H -1.573 0.145 0.560
H 1.389 2.283 -0.487
H 1.730 0.758 -0.971
S -0.827 -2.828 0.560
H -0.749 -1.833 -0.480
H -0.282 -3.850 -0.078
*
```

Which of them is least stable? Easy: #i.